Entry 1:
{"formula": "C38H63F6MnN5O8S2Si", "method": "the ωB97M-V functional and the def2-TZVPD basis", "symbols": ["Mn", "C", "C", "C", "C", "C", "C", "C", "N", "C", "C", "C", "C", "C", "C", "C", "N", "C", "C", "C", "C", "H", "H", "H", "H", "H", "H", "H", "H", "H", "H", "H", "H", "H", "H", "H", "H", "H", "H", "H", "H", "H", "H", "H", "H", "C", "C", "N", "C", "C", "N", "C", "C", "H", "H", "H", "H", "H", "H", "H", "H", "H", "H", "H", "H", "F", "C", "F", "F", "S", "O", "O", "N", "S", "O", "O", "C", "F", "F", "F", "C", "C", "C", "C", "O", "Si", "O", "O", "C", "C", "C", "C", "O", "C", "C", "C", "C", "H", "H", "H", "H", "H", "H", "H", "H", "H", "H", "H", "H", "H", "H", "H", "H", "H", "H", "H", "H", "H", "H", "H", "H", "H", "H", "H"], "positions_angstrom": [[0.611, 0.544, 0.530], [-1.790, -0.962, 6.975], [-0.700, 0.076, 6.717], [-1.170, 1.442, 7.239], [0.575, -0.349, 7.456], [-0.395, 0.223, 5.235], [0.712, 0.958, 4.803], [0.978, 1.086, 3.461], [0.200, 0.533, 2.522], [-0.864, -0.191, 2.909], [-1.192, -0.342, 4.245], [-1.621, -0.822, 1.802], [-2.451, -1.908, 1.966], [-3.031, -2.514, 0.845], [-2.746, -1.951, -0.395], [-1.891, -0.866, -0.484], [-1.345, -0.302, 0.593], [-3.909, -3.744, 1.018], [-3.145, -4.792, 1.841], [-5.181, -3.324, 1.769], [-4.299, -4.357, -0.325], [-1.927, -1.075, 8.050], [-1.524, -1.940, 6.571], [-2.753, -0.662, 6.560], [-1.372, 1.376, 8.308], [-2.086, 1.762, 6.741], [-0.411, 2.209, 7.087], [0.339, -0.541, 8.503], [1.341, 0.425, 7.434], [0.997, -1.260, 7.032], [1.383, 1.427, 5.508], [1.843, 1.630, 3.106], [-2.063, -0.922, 4.504], [-2.608, -2.321, 2.950], [-3.144, -2.366, -1.308], [-1.607, -0.454, -1.444], [-3.007, -4.480, 2.876], [-2.163, -4.996, 1.414], [-3.708, -5.724, 1.854], [-4.947, -2.898, 2.744], [-5.818, -4.193, 1.928], [-5.749, -2.586, 1.202], [-3.426, -4.668, -0.900], [-4.887, -3.669, -0.933], [-4.913, -5.240, -0.151], [-0.610, 3.317, 1.532], [-1.055, 4.767, 1.217], [-1.055, 5.006, -0.218], [0.298, 4.806, -0.726], [0.799, 3.378, -0.410], [-0.268, 2.597, 0.281], [-1.466, 2.588, -0.592], [-1.945, 4.039, -0.847], [-1.399, 2.755, 2.034], [0.268, 3.317, 2.174], [-0.381, 5.486, 1.685], [-2.058, 4.956, 1.602], [0.949, 5.560, -0.283], [0.285, 4.975, -1.803], [1.671, 3.390, 0.248], [1.060, 2.839, -1.318], [-2.238, 1.998, -0.100], [-1.182, 2.091, -1.517], [-2.947, 4.191, -0.444], [-1.985, 4.250, -1.916], [5.561, 1.118, 0.852], [5.041, 0.272, 1.732], [4.898, 0.879, 2.900], [5.828, -0.780, 1.863], [3.411, -0.293, 1.076], [2.637, 0.975, 0.926], [3.641, -1.017, -0.132], [2.842, -1.111, 2.295], [1.771, -2.233, 1.936], [0.939, -1.781, 0.809], [1.104, -2.667, 3.120], [2.718, -3.739, 1.308], [4.020, -3.555, 1.472], [2.329, -4.789, 2.015], [2.456, -3.947, 0.032], [-0.272, 1.041, -5.710], [-0.629, 1.984, -4.571], [-2.117, 1.873, -4.258], [-0.260, 3.421, -4.909], [0.077, 1.656, -3.356], [0.856, 0.316, -2.842], [0.751, 0.407, -1.213], [-0.015, -0.977, -3.296], [0.310, -2.351, -3.569], [1.281, -2.453, -4.736], [0.911, -2.953, -2.306], [-1.012, -3.016, -3.922], [2.383, 0.160, -3.338], [3.531, 1.016, -3.508], [4.746, 0.147, -3.226], [3.453, 2.187, -2.540], [3.562, 1.506, -4.948], [-0.749, 1.386, -6.627], [-0.621, 0.031, -5.501], [0.802, 1.008, -5.879], [-2.715, 2.068, -5.148], [-2.404, 2.595, -3.493], [-2.350, 0.869, -3.903], [-0.832, 3.772, -5.767], [0.800, 3.511, -5.145], [-0.479, 4.072, -4.062], [2.264, -2.067, -4.472], [0.910, -1.891, -5.593], [1.385, -3.497, -5.031], [1.722, -2.325, -1.938], [1.317, -3.945, -2.506], [0.164, -3.040, -1.513], [-1.417, -2.608, -4.848], [-1.739, -2.851, -3.127], [-0.876, -4.090, -4.049], [4.675, -0.309, -2.241], [5.654, 0.748, -3.275], [4.822, -0.647, -3.968], [3.356, 1.832, -1.514], [2.595, 2.819, -2.776], [4.353, 2.799, -2.608], [3.508, 0.661, -5.634], [4.491, 2.043, -5.139], [2.736, 2.182, -5.153]], "gap_ha": [0.2529, 0.2749], "lumo_energy_ev": [-3.967, -3.464], "relative_energy_kj_mol": 37.36, "total_energy_ha": -5197.66066, "spin_multiplicity": 5, "total_charge": 1}



Entry 2:
{"formula": "C7H16ClI2LaNO2P", "method": "the ωB97M-V functional and the def2-TZVPD basis", "symbols": ["I", "I", "La", "P", "C", "C", "H", "H", "H", "C", "H", "H", "H", "H", "H", "H", "C", "O", "Cl", "C", "N", "C", "C", "O", "H", "H", "H", "H", "H", "H", "H"], "positions_angstrom": [[-0.918, -2.359, -1.106], [-0.863, 2.118, -1.033], [1.188, -0.166, 0.109], [0.540, -0.073, -2.946], [-1.118, -0.074, -3.745], [1.300, 1.350, -3.824], [2.330, -1.637, -3.441], [1.398, -1.182, -4.906], [0.742, -2.381, -3.737], [1.327, -1.464, -3.849], [2.299, 1.535, -3.411], [1.379, 1.089, -4.886], [-0.955, -0.070, -4.831], [-1.681, 0.815, -3.439], [0.697, 2.254, -3.697], [-1.675, -0.972, -3.448], [-2.033, -0.140, -0.245], [-3.187, -0.095, -0.203], [3.664, -0.101, -0.485], [0.810, -0.445, 4.887], [-0.380, 0.154, 4.269], [-1.496, 0.572, 5.115], [-0.463, 0.299, 2.977], [0.518, -0.009, 2.208], [0.632, -0.428, 5.960], [1.706, 0.136, 4.643], [0.949, -1.477, 4.546], [-1.702, 1.642, 4.970], [-2.407, 0.013, 4.861], [-1.210, 0.381, 6.150], [-1.390, 0.712, 2.537]], "gap_ha": [0.2196, 0.1966], "lumo_energy_ev": [-10.187, -10.556], "relative_energy_kj_mol": 101.00, "total_energy_ha": -1909.57708, "total_charge": 2}



Entry 3:
{"formula": "C6H7Cl3F3NO2", "method": "the ωB97M-V functional and the def2-TZVPD basis", "symbols": ["C", "C", "C", "C", "O", "C", "F", "F", "Cl", "C", "F", "Cl", "Cl", "N", "O", "H", "H", "H", "H", "H", "H", "H"], "positions_angstrom": [[-0.407, 2.893, -0.347], [-0.140, 1.469, -0.819], [0.435, 0.566, 0.326], [-0.013, -0.947, 0.505], [-1.012, -1.303, -0.582], [1.233, -1.892, 0.338], [1.897, -1.396, -0.730], [2.045, -2.062, 1.450], [0.752, -3.564, -0.064], [-0.793, -1.159, 1.879], [0.035, -1.287, 2.993], [-1.831, -2.612, 1.766], [-1.935, 0.235, 2.135], [-0.235, 1.136, -2.101], [0.024, -0.215, -2.569], [-1.232, 2.850, 0.298], [-0.735, 3.555, -1.192], [0.462, 3.295, 0.203], [1.480, 0.616, 0.256], [0.240, 1.198, 1.186], [-0.633, -1.033, -1.402], [0.365, -0.343, -3.530]], "gap_ha": 0.3926, "smiles": "C/C(C[C@@](O)(C(F)(F)Cl)C(F)(Cl)Cl)=N/O", "lumo_energy_ev": 0.462, "total_energy_ha": -2118.12348}



Copy entry 2 word for word.
{"formula": "C7H16ClI2LaNO2P", "method": "the ωB97M-V functional and the def2-TZVPD basis", "symbols": ["I", "I", "La", "P", "C", "C", "H", "H", "H", "C", "H", "H", "H", "H", "H", "H", "C", "O", "Cl", "C", "N", "C", "C", "O", "H", "H", "H", "H", "H", "H", "H"], "positions_angstrom": [[-0.918, -2.359, -1.106], [-0.863, 2.118, -1.033], [1.188, -0.166, 0.109], [0.540, -0.073, -2.946], [-1.118, -0.074, -3.745], [1.300, 1.350, -3.824], [2.330, -1.637, -3.441], [1.398, -1.182, -4.906], [0.742, -2.381, -3.737], [1.327, -1.464, -3.849], [2.299, 1.535, -3.411], [1.379, 1.089, -4.886], [-0.955, -0.070, -4.831], [-1.681, 0.815, -3.439], [0.697, 2.254, -3.697], [-1.675, -0.972, -3.448], [-2.033, -0.140, -0.245], [-3.187, -0.095, -0.203], [3.664, -0.101, -0.485], [0.810, -0.445, 4.887], [-0.380, 0.154, 4.269], [-1.496, 0.572, 5.115], [-0.463, 0.299, 2.977], [0.518, -0.009, 2.208], [0.632, -0.428, 5.960], [1.706, 0.136, 4.643], [0.949, -1.477, 4.546], [-1.702, 1.642, 4.970], [-2.407, 0.013, 4.861], [-1.210, 0.381, 6.150], [-1.390, 0.712, 2.537]], "gap_ha": [0.2196, 0.1966], "lumo_energy_ev": [-10.187, -10.556], "relative_energy_kj_mol": 101.00, "total_energy_ha": -1909.57708, "total_charge": 2}



Please write out number 2 again, unchanged.
{"formula": "C7H16ClI2LaNO2P", "method": "the ωB97M-V functional and the def2-TZVPD basis", "symbols": ["I", "I", "La", "P", "C", "C", "H", "H", "H", "C", "H", "H", "H", "H", "H", "H", "C", "O", "Cl", "C", "N", "C", "C", "O", "H", "H", "H", "H", "H", "H", "H"], "positions_angstrom": [[-0.918, -2.359, -1.106], [-0.863, 2.118, -1.033], [1.188, -0.166, 0.109], [0.540, -0.073, -2.946], [-1.118, -0.074, -3.745], [1.300, 1.350, -3.824], [2.330, -1.637, -3.441], [1.398, -1.182, -4.906], [0.742, -2.381, -3.737], [1.327, -1.464, -3.849], [2.299, 1.535, -3.411], [1.379, 1.089, -4.886], [-0.955, -0.070, -4.831], [-1.681, 0.815, -3.439], [0.697, 2.254, -3.697], [-1.675, -0.972, -3.448], [-2.033, -0.140, -0.245], [-3.187, -0.095, -0.203], [3.664, -0.101, -0.485], [0.810, -0.445, 4.887], [-0.380, 0.154, 4.269], [-1.496, 0.572, 5.115], [-0.463, 0.299, 2.977], [0.518, -0.009, 2.208], [0.632, -0.428, 5.960], [1.706, 0.136, 4.643], [0.949, -1.477, 4.546], [-1.702, 1.642, 4.970], [-2.407, 0.013, 4.861], [-1.210, 0.381, 6.150], [-1.390, 0.712, 2.537]], "gap_ha": [0.2196, 0.1966], "lumo_energy_ev": [-10.187, -10.556], "relative_energy_kj_mol": 101.00, "total_energy_ha": -1909.57708, "total_charge": 2}